1.
# C5H10N4

A structure of composition C5H10N4 at a distorted geometry (ωB97M-V with the def2-TZVPD basis set, OMol25).

Results
**Gap between HOMO and LUMO**: 8.73 eV
**LUMO**: 0.0900 eV
**Highest occupied orbital energy**: -8.64 eV
**Total energy**: -11302.7490 eV
**Relative energy (zero: lowest compared OMol25 entry of this formula, charge and spin)**: 494.88 kJ/mol

Positions of all 19 atoms, in Å:
C (-1.616, 0.129, -0.886)
C (-0.406, -0.440, -0.199)
N (-0.844, 0.583, 2.062)
N (-0.432, -1.819, -0.040)
N (0.040, 0.257, 1.018)
H (-0.492, 0.144, 2.916)
H (-0.748, 1.584, 2.228)
H (-1.169, -2.312, -0.524)
H (0.037, -2.138, 0.801)
H (-2.443, -0.580, -0.980)
H (-2.048, 0.988, -0.363)
H (-1.385, 0.476, -1.896)
C (1.266, -0.061, -0.905)
C (1.495, 1.127, -1.493)
C (1.417, 0.042, 1.129)
N (2.305, -0.304, 1.835)
H (1.765, -0.943, -1.300)
H (1.069, 2.036, -1.080)
H (2.189, 1.232, -2.321)

Atoms 1-3, force components in eV/Å:
-0.4 0.6 -0.7
3.5 0.9 0.4
1.0 -0.2 0.5

2.
# C5H10N4

The molecule C5H10N4 at a distorted geometry (ωB97M-V with the def2-TZVPD basis set, OMol25).

Results
**Gap between HOMO and LUMO**: 8.80 eV
**SMILES**: [H]/N=C1/CN=CN(CC)N1
**LUMO**: 0.6680 eV
**Highest occupied orbital energy**: -8.13 eV
**Total energy**: -11305.0109 eV
**Relative energy (zero: lowest compared OMol25 entry of this formula, charge and spin)**: 276.64 kJ/mol

Positions of all 19 atoms, in Å:
H (2.564, -0.682, -1.757)
N (2.547, 0.141, -1.079)
C (1.515, 0.249, -0.411)
C (1.507, 1.393, 0.618)
N (0.168, 1.831, 1.092)
C (-0.755, 0.939, 0.975)
N (-0.821, -0.114, 0.171)
C (-1.693, -1.256, 0.388)
C (-2.200, -1.948, -0.918)
N (0.299, -0.427, -0.539)
H (1.949, 2.268, 0.365)
H (2.066, 0.898, 1.433)
H (-1.604, 0.973, 1.584)
H (-1.174, -1.862, 1.097)
H (-2.499, -0.805, 1.032)
H (-2.899, -2.770, -0.807)
H (-1.351, -2.489, -1.451)
H (-2.720, -1.120, -1.470)
H (0.068, -0.684, -1.451)

Atoms 1-3, force components in eV/Å:
-0.2 1.3 1.0
2.0 -2.3 -2.4
-2.2 2.6 1.1

3.
# C5H10N4

The molecule C5H10N4 at a distorted geometry (ωB97M-V with the def2-TZVPD basis set, OMol25).

Results
**Gap between HOMO and LUMO**: 9.15 eV
**SMILES**: [H]/N=C(/NN=C)N1CCC1
**LUMO**: 0.8903 eV
**Highest occupied orbital energy**: -8.26 eV
**Total energy**: -11304.4236 eV
**Relative energy (zero: lowest compared OMol25 entry of this formula, charge and spin)**: 333.31 kJ/mol

Positions of all 19 atoms, in Å:
H (1.847, -1.434, -1.356)
N (1.899, -1.361, -0.339)
C (0.875, -0.625, 0.017)
N (0.882, -0.201, 1.404)
N (0.043, 0.749, 1.801)
C (-0.091, 0.991, 3.006)
N (-0.080, -0.232, -0.849)
C (-1.218, 0.625, -0.585)
C (-1.648, 0.397, -2.082)
C (-0.404, -0.477, -2.211)
H (1.842, -0.192, 1.693)
H (-0.770, 1.735, 3.281)
H (0.376, 0.449, 3.776)
H (-1.155, 1.754, -0.356)
H (-1.903, 0.178, 0.139)
H (-1.682, 1.290, -2.806)
H (-2.587, -0.150, -2.007)
H (0.437, -0.224, -2.896)
H (-0.694, -1.552, -2.460)

Atoms 1-3, force components in eV/Å:
0.2 -0.4 0.2
-1.2 1.1 0.4
2.5 -0.8 -0.1

4.
# C5H10N4

The ion C5H10N4 with charge +2 at a distorted geometry (ωB97M-V with the def2-TZVPD basis set, OMol25).

Results
**Gap between HOMO and LUMO**: 9.85 eV
**SMILES**: C[n+]1cccn1C(N)=[NH2+]
**LUMO**: -8.6711 eV
**Highest occupied orbital energy**: -18.52 eV
**Total energy**: -11287.8647 eV
**Relative energy (zero: lowest compared OMol25 entry of this formula, charge and spin)**: 171.64 kJ/mol
**Net charge**: +2

Positions of all 19 atoms, in Å:
C (-0.487, 1.972, -0.245)
N (-0.891, 0.608, -0.073)
C (-2.158, 0.251, 0.275)
C (-2.245, -1.136, 0.371)
C (-0.978, -1.619, 0.097)
N (-0.180, -0.539, -0.076)
C (1.551, -0.478, -0.090)
N (2.112, -0.681, -1.257)
N (2.000, -0.176, 1.082)
H (0.443, 2.385, 0.283)
H (-0.415, 2.132, -1.382)
H (-1.329, 2.614, 0.188)
H (-3.011, 0.983, 0.362)
H (-3.117, -1.906, 0.487)
H (-0.546, -2.695, 0.144)
H (1.749, -1.144, -2.010)
H (3.162, -0.700, -1.336)
H (1.379, 0.433, 1.666)
H (2.962, -0.307, 1.516)

Atoms 1-3, force components in eV/Å:
0.4 2.7 -1.3
-2.0 -1.1 2.2
-1.2 0.3 -0.4

5.
# C5H10N4O

A cluster of 2 separate species, C5H10N4O in total at a distorted geometry (ωB97M-V with the def2-TZVPD basis set, OMol25).

Results
**Gap between HOMO and LUMO**: 10.30 eV
**SMILES**: Cn1ccnn1.C/C=N\O
**LUMO**: 0.5160 eV
**Highest occupied orbital energy**: -9.78 eV
**Total energy**: -13352.0372 eV
**Relative energy (zero: lowest compared OMol25 entry of this formula, charge and spin)**: 325.72 kJ/mol

Positions of all 20 atoms, in Å:
C (3.097, 0.034, -0.571)
N (2.050, 0.677, -1.337)
C (0.810, 1.073, -0.975)
C (0.366, 1.784, -2.028)
N (1.334, 1.820, -2.988)
N (2.305, 1.087, -2.575)
H (3.918, 0.712, -0.330)
H (3.475, -0.829, -1.151)
H (2.617, -0.339, 0.355)
H (0.379, 0.836, -0.010)
H (-0.575, 2.256, -2.208)
C (-2.945, -2.399, 3.194)
C (-3.023, -1.788, 1.853)
N (-2.245, -0.873, 1.419)
O (-1.309, -0.522, 2.398)
H (-1.940, -2.813, 3.381)
H (-3.160, -1.633, 3.948)
H (-3.703, -3.200, 3.272)
H (-3.771, -2.101, 1.143)
H (-0.711, 0.089, 1.942)

Atoms 1-3, force components in eV/Å:
-0.5 -1.1 0.3
0.0 0.0 -0.3
0.2 -0.4 1.1

6.
# C5H10N4O

The ion C5H10N4O with charge +2 at a distorted geometry (ωB97M-V with the def2-TZVPD basis set, OMol25).

Results
**Gap between HOMO and LUMO**: 10.81 eV
**SMILES**: CNC(=[NH2+])O[n+]1ccc[nH]1
**LUMO**: -7.6945 eV
**Highest occupied orbital energy**: -18.50 eV
**Total energy**: -13334.6279 eV
**Relative energy (zero: lowest compared OMol25 entry of this formula, charge and spin)**: 353.05 kJ/mol
**Net charge**: +2

Positions of all 20 atoms, in Å:
C (3.112, 0.792, -0.047)
N (1.775, 0.773, -0.610)
C (0.815, 0.075, -0.017)
N (0.796, -0.596, 1.076)
O (-0.369, 0.092, -0.873)
N (-1.665, 0.097, -0.400)
C (-2.254, -0.039, 0.789)
C (-3.619, 0.039, 0.633)
C (-3.778, 0.320, -0.700)
N (-2.638, 0.263, -1.300)
H (3.761, -0.040, -0.497)
H (3.739, 1.639, -0.142)
H (3.011, 0.607, 0.976)
H (1.614, 1.156, -1.483)
H (1.592, -0.553, 1.770)
H (0.211, -1.388, 1.368)
H (-1.641, -0.045, 1.648)
H (-4.261, -0.049, 1.524)
H (-4.660, 0.445, -1.232)
H (-2.473, 0.243, -2.261)

Atoms 1-3, force components in eV/Å:
1.6 -2.7 -1.3
-0.6 -1.6 3.2
-1.9 1.5 -3.6

7.
# C5H10N5

A structure of composition C5H10N5 at a distorted geometry (ωB97M-V with the def2-TZVPD basis set, OMol25).

Results
**Gap between HOMO and LUMO (alpha / beta)**: 7.74 / 7.74 eV
**LUMO (alpha / beta)**: -5.4504 / -5.4512 eV
**Highest occupied orbital energy (alpha / beta)**: -13.19 / -13.19 eV
**Total energy**: -12785.3813 eV
**Relative energy (zero: lowest compared OMol25 entry of this formula, charge and spin)**: 513.86 kJ/mol
**Net charge**: +1

Positions of all 20 atoms, in Å:
C (0.007, 0.298, -1.176)
C (0.345, -0.164, 1.015)
C (-1.714, 1.376, -0.968)
C (1.015, 0.460, -2.225)
C (0.182, -1.098, 3.203)
N (-1.346, 0.274, -1.721)
N (-0.033, 1.080, 0.901)
N (-2.564, 2.239, -0.640)
N (-0.366, 1.455, -0.441)
N (0.306, -0.765, -0.174)
H (1.929, 0.439, -1.612)
H (0.600, 1.383, -2.726)
H (1.120, -0.455, -2.794)
H (-0.879, -1.086, 3.666)
H (0.845, -0.210, 3.314)
H (0.797, -2.050, 3.050)
H (-1.841, -0.183, -2.439)
H (-0.102, 1.584, 1.734)
H (-3.539, 2.188, -0.828)
H (0.343, -1.785, -0.305)

Atoms 1-3, force components in eV/Å:
-1.6 -2.6 -2.1
-1.9 -2.4 1.3
-1.1 1.1 1.5

8.
# C5H10N5

The ion C5H10N5 with charge +1 at a distorted geometry (ωB97M-V with the def2-TZVPD basis set, OMol25).

Results
**Gap between HOMO and LUMO (alpha / beta)**: 8.10 / 7.75 eV
**LUMO (alpha / beta)**: -5.4578 / -5.5338 eV
**Highest occupied orbital energy (alpha / beta)**: -13.56 / -13.28 eV
**Total energy**: -12784.3279 eV
**Relative energy (zero: lowest compared OMol25 entry of this formula, charge and spin)**: 615.50 kJ/mol
**Net charge**: +1

Positions of all 20 atoms, in Å:
C (1.207, 1.201, -0.742)
C (0.012, 0.697, -1.420)
C (-0.023, -0.815, -0.866)
C (1.530, 2.558, -0.956)
C (-1.605, -1.798, 2.278)
N (1.833, 0.258, -0.122)
N (0.667, -1.352, 1.722)
N (-0.985, -1.071, 0.199)
N (1.317, -0.926, -0.255)
N (-0.478, -1.393, 1.361)
H (-0.890, 1.399, -1.347)
H (0.296, 0.792, -2.498)
H (-0.217, -1.533, -1.648)
H (2.165, 2.396, -1.819)
H (1.972, 3.204, -0.204)
H (0.661, 3.172, -1.233)
H (-1.899, -2.785, 2.175)
H (-2.538, -1.235, 2.127)
H (-1.141, -1.564, 3.302)
H (-1.881, -1.208, -0.056)

Atoms 1-3, force components in eV/Å:
-2.3 -1.5 1.2
-1.4 -0.4 -0.9
-0.4 2.0 -0.6

9.
# C5H10N6O

A cluster of 2 separate species, C5H10N6O in total at a distorted geometry (ωB97M-V with the def2-TZVPD basis set, OMol25).

Results
**Gap between HOMO and LUMO**: 8.90 eV
**SMILES**: [H]/N=C(/CC)NO.c1cnnnn1
**LUMO**: -0.5659 eV
**Highest occupied orbital energy**: -9.47 eV
**Total energy**: -16330.3293 eV
**Relative energy (zero: lowest compared OMol25 entry of this formula, charge and spin)**: 121.34 kJ/mol

Positions of all 22 atoms, in Å:
H (-1.168, 0.714, 3.629)
N (-0.543, 0.012, 3.207)
C (-0.829, 0.009, 1.951)
C (-0.109, -0.902, 1.006)
C (-0.993, -1.937, 0.345)
N (-1.865, 0.771, 1.401)
O (-1.702, 0.977, 0.012)
H (0.363, -0.285, 0.234)
H (0.670, -1.392, 1.592)
H (-1.493, -2.562, 1.087)
H (-1.772, -1.520, -0.304)
H (-0.355, -2.583, -0.271)
H (-1.974, 1.687, 1.838)
H (-2.502, 0.561, -0.364)
C (2.436, 0.869, -1.280)
C (2.099, 0.010, -2.283)
N (1.020, 0.243, -3.015)
N (0.354, 1.353, -2.773)
N (0.673, 2.174, -1.815)
N (1.719, 1.961, -1.057)
H (3.290, 0.735, -0.598)
H (2.682, -0.893, -2.541)

Atoms 1-3, force components in eV/Å:
0.3 -0.3 0.4
-0.8 0.6 -1.2
0.5 -0.3 1.0

10.
# C5H10NO

The ion C5H10NO with charge -2 at a distorted geometry (ωB97M-V with the def2-TZVPD basis set, OMol25).

Results
**Gap between HOMO and LUMO (alpha / beta)**: 3.18 / 6.42 eV
**LUMO (alpha / beta)**: 6.8973 / 6.8880 eV
**Spin multiplicity**: 2
**Highest occupied orbital energy (alpha / beta)**: 3.72 / 0.47 eV
**Total energy**: -8877.0305 eV
**Relative energy (zero: lowest compared OMol25 entry of this formula, charge and spin)**: 266.18 kJ/mol
**Net charge**: -2

Positions of all 17 atoms, in Å:
C (-1.443, 1.167, 0.633)
O (-2.487, 1.987, 1.078)
C (-1.794, -0.379, 0.473)
C (-0.503, -1.309, 0.060)
C (0.891, -0.536, 0.150)
C (1.563, -0.291, -1.057)
N (2.443, 0.933, -1.234)
H (-0.601, 1.222, 1.509)
H (-0.849, 1.500, -0.242)
H (-2.825, -0.429, 0.090)
H (-1.936, -0.665, 1.678)
H (-0.556, -2.033, 1.059)
H (-0.417, -1.928, -0.833)
H (1.093, -0.114, 1.150)
H (1.257, -0.821, -1.954)
H (2.921, 0.978, -2.109)
H (3.241, 0.718, -0.452)

Atoms 1-3, force components in eV/Å:
0.3 1.0 2.6
0.8 -1.4 -1.2
1.2 0.5 3.7